One molecule with the formula C19H26N2O5. Source: the Open Molecules 2025 dataset; level of theory: ωB97M-V/def2-TZVPD.

Each atom is followed by the atoms it is bonded to, with distances in Å.
Geometry (Å):
1 C 3.082 4.400 1.363  C2 1.525, H50 1.087, H51 1.088, H52 1.087
2 C 2.379 3.325 2.184  C1 1.525, C3 1.528, H48 1.092, H49 1.092
3 C 1.649 2.295 1.324  C2 1.528, C4 1.530, H46 1.092, H47 1.093
4 C 2.603 1.396 0.536  C3 1.530, O5 1.412, H44 1.095, H45 1.094
5 O 1.920 0.348 -0.120  C4 1.412, C6 1.362
6 C 1.233 0.585 -1.272  O5 1.362, C7 1.390, C11 1.404
7 C 1.235 1.789 -1.968  C6 1.390, C8 1.384, H43 1.078
8 C 0.516 1.919 -3.144  C7 1.384, C9 1.382, H42 1.080
9 C -0.212 0.856 -3.642  C8 1.382, C10 1.384, H41 1.079
10 C -0.213 -0.346 -2.956  C9 1.384, C11 1.384, H40 1.079
11 C 0.496 -0.498 -1.777  C6 1.404, C10 1.384, C12 1.519
12 C 0.454 -1.815 -1.023  C11 1.519, N13 1.451, C18 1.516, H39 1.099
13 N 1.777 -2.391 -0.868  C12 1.451, C14 1.348, H38 1.010
14 C 2.532 -2.323 0.247  N13 1.348, O15 1.211, N16 1.390
15 O 3.715 -2.579 0.290  C14 1.211
16 N 1.830 -2.028 1.409  C14 1.390, C17 1.367, H37 1.010
17 C 0.505 -1.696 1.469  N16 1.367, C18 1.354, C33 1.494
18 C -0.212 -1.608 0.324  C12 1.516, C17 1.354, C19 1.456
19 C -1.624 -1.273 0.207  C18 1.456, O20 1.213, O21 1.354
20 O -2.249 -1.352 -0.829  C19 1.213
21 O -2.200 -0.855 1.360  C19 1.354, C22 1.420
22 C -3.561 -0.462 1.262  O21 1.420, C23 1.538, H31 1.092, H32 1.095
23 C -3.674 0.955 0.673  C22 1.538, O24 1.403, H29 1.099, H30 1.094
24 O -4.966 1.496 0.763  C23 1.403, C25 1.409
25 C -5.897 0.940 -0.137  O24 1.409, H26 1.089, H27 1.095, H28 1.096
26 H -6.779 1.575 -0.091  C25 1.089
27 H -6.175 -0.082 0.142  C25 1.095
28 H -5.502 0.934 -1.159  C25 1.096
29 H -3.328 0.934 -0.370  C23 1.099
30 H -3.031 1.627 1.248  C23 1.094
31 H -3.954 -0.478 2.281  C22 1.092
32 H -4.100 -1.178 0.634  C22 1.095
33 C -0.036 -1.482 2.845  C17 1.494, H34 1.087, H35 1.088, H36 1.088
34 H -0.919 -2.095 3.007  C33 1.087
35 H 0.713 -1.729 3.594  C33 1.088
36 H -0.340 -0.446 2.973  C33 1.088
37 H 2.381 -2.041 2.255  N16 1.010
38 H 2.295 -2.535 -1.723  N13 1.010
39 H -0.157 -2.515 -1.610  C12 1.099
40 H -0.790 -1.179 -3.327  C10 1.079
41 H -0.776 0.960 -4.556  C9 1.079
42 H 0.527 2.864 -3.666  C8 1.080
43 H 1.793 2.637 -1.603  C7 1.078
44 H 3.204 1.972 -0.175  C4 1.095
45 H 3.286 0.886 1.222  C4 1.094
46 H 0.971 2.803 0.635  C3 1.092
47 H 1.041 1.651 1.964  C3 1.093
48 H 3.109 2.816 2.817  C2 1.092
49 H 1.649 3.805 2.840  C2 1.092
50 H 3.884 3.976 0.764  C1 1.087
51 H 2.375 4.894 0.698  C1 1.088
52 H 3.513 5.152 2.019  C1 1.087

Charge: 0
HOMO energy: -8.48 eV
SMILES: CCCCOc1ccccc1[C@H]1NC(=O)NC(C)=C1C(=O)OCCOC
Max |F|: 0.72 eV/A